The following is a DFT calculation (ωB97M-V/def2-TZVPD) of a molecular structure, C29H46BrMnN3P2S.

Positions of all 83 atoms, in Å:
N: 4.15423 -2.91115 -0.32322
C: 2.86870 -2.97486 0.08000
C: -0.21969 -0.25001 4.10603
C: -1.52350 -0.84077 1.25325
H: -3.87070 2.08475 3.04697
H: 1.05153 3.08271 4.73805
H: -3.25237 0.77024 2.04564
H: -1.53219 2.65874 3.85569
H: -0.83755 0.83667 5.90819
H: 1.48838 1.40224 -3.01732
H: -3.71672 -7.43196 -3.66674
C: -3.67059 -6.34408 -3.74786
C: -1.68501 2.06882 2.93687
C: -2.47620 -4.27872 -3.47195
C: 1.39385 3.18549 3.70182
Mn: 0.43632 -3.03897 -2.71683
C: 1.33300 1.83584 2.99450
S: 1.58301 -3.65668 -0.89302
C: -2.00879 -1.44968 0.08459
H: -1.74247 1.10660 -2.47128
C: -0.04658 0.16629 5.55515
H: -1.67748 2.77912 2.09591
H: -3.01763 3.13171 -3.29621
N: 2.63225 -2.66763 1.37918
H: 2.09734 3.23051 -4.56119
H: 1.97966 2.36984 -1.58729
C: -0.44137 0.03514 1.22331
C: -3.04852 1.35911 2.95558
H: -2.92742 1.96236 -4.61975
H: -3.60473 -2.53421 -4.11594
H: -3.12023 0.66840 3.80534
H: 4.92514 -1.00828 0.01142
C: -1.15161 -1.49038 -1.04739
H: -1.59221 5.32943 -0.93153
H: 0.45581 -0.49071 -2.06452
H: 3.40717 3.23677 -3.35500
C: -1.21158 -2.49769 -2.03124
H: 0.77725 3.93364 3.17728
C: -3.61111 -3.61111 -3.98179
H: 5.58473 -1.28566 2.34433
C: -0.63448 3.39252 -0.62939
H: 1.67258 -2.86068 1.69106
N: -4.74329 -5.69339 -4.17268
H: 6.15064 -2.33997 0.03275
H: 2.09641 4.43733 -3.24803
C: 3.53708 -1.92297 2.26469
H: -0.34410 1.32028 -0.55845
H: 2.44549 3.53234 3.71183
H: -1.56503 2.83505 -0.42120
C: 5.00287 -2.09541 1.87105
H: -0.07781 -0.71718 6.21227
C: -0.87143 4.85827 -0.24786
H: -1.60821 -6.25857 -3.09723
Br: 2.17798 0.87669 0.38669
H: -0.65875 1.18063 -3.86405
H: 2.05293 1.11898 3.43578
C: 0.01661 0.39098 -0.10109
C: 1.53371 2.42596 -2.59900
H: 0.19935 3.00613 -0.01789
H: 0.90592 0.66258 5.75205
C: -0.11202 -0.57345 -1.13322
H: 4.35831 -3.20430 -1.28717
H: 5.42768 -3.04174 2.23971
H: -1.14652 -0.81120 4.01062
H: -1.28972 4.88636 0.77021
H: 3.31601 -0.84446 2.17688
H: 1.74161 2.02360 1.95534
H: -1.97092 -1.09525 2.23075
H: -3.00011 -1.94857 0.06014
P: -0.17969 3.01537 -2.40926
H: -5.67054 -3.87415 -4.60782
C: -1.28549 1.79452 -3.19679
C: -1.43277 -3.50035 -2.88478
H: 3.32713 -2.23625 3.29907
H: 0.06347 5.43591 -0.23810
C: 2.33136 3.39352 -3.50019
C: -4.75417 -4.36938 -4.27697
H: -1.87003 3.38990 -4.61126
H: 0.58782 -0.94074 3.86334
C: -2.48046 -5.68329 -3.41275
P: -0.24434 0.97799 2.77236
C: -2.33155 2.61623 -3.97894
C: 5.14434 -2.03173 0.35851

Forces on the atoms, in the same order (eV/Å):
N -0.8 0.3 -0.5
C 1.3 -0.2 0.9
C -0.5 -0.7 -0.2
C 0.3 -0.2 0.7
H 0.4 -0.1 0.0
H 0.1 0.4 -0.1
H 0.2 0.4 0.3
H 0.0 -0.2 -0.2
H 0.1 -0.1 -0.1
H 0.3 0.4 0.2
H -0.2 0.3 -0.1
C 0.8 0.5 -0.1
C -0.3 0.4 -0.1
C -1.4 -0.6 -0.4
C -0.4 0.0 0.6
Mn 1.6 -0.4 -1.2
C 1.0 0.9 -1.4
S 1.2 -0.5 1.6
C -0.5 -0.6 0.1
H -0.2 0.1 -0.2
C -0.1 0.5 0.7
H 0.3 -0.1 0.2
H 0.2 -0.1 -0.1
N -1.0 -0.2 -1.1
H 0.0 0.1 0.3
H 0.0 0.1 -0.8
C -1.7 -0.1 0.6
C -0.3 -0.4 0.1
H -0.1 0.1 0.0
H 0.0 -0.1 0.2
H -0.1 0.2 -0.1
H 0.4 -0.3 0.0
C 0.0 1.0 0.9
H 0.3 -0.1 0.2
H -0.1 0.3 0.4
H -0.2 0.0 -0.1
C -1.4 -2.5 -2.9
H 0.3 -0.2 0.3
C -0.3 -0.6 0.3
H -0.2 -0.3 -0.3
C 0.2 -0.6 0.1
H 0.7 0.3 -0.3
N -0.9 -0.4 0.2
H -0.5 0.2 0.1
H 0.1 -0.3 -0.1
C 0.1 0.3 0.1
H 0.8 0.4 0.6
H -0.6 -0.2 0.0
H 0.2 0.0 0.1
C 0.2 -0.6 0.3
H 0.0 0.2 -0.4
C 0.0 0.0 -0.3
H -0.3 0.3 0.1
Br -0.3 -1.6 -2.5
H -0.2 0.3 0.1
H -0.5 0.1 -0.1
C 1.7 1.1 0.5
C 0.3 -0.2 0.7
H -0.4 0.1 0.2
H 0.0 0.0 -0.2
C -0.6 -1.5 -0.5
H -0.3 0.3 0.8
H -0.3 0.2 -0.1
H -0.1 -0.2 0.1
H 0.1 0.1 -0.2
H -0.2 -0.5 0.1
H -0.9 0.1 2.0
H 0.0 0.2 -0.9
H 1.0 0.1 0.1
P -0.2 2.2 -0.7
H 0.2 -0.3 0.0
C -0.2 0.0 0.2
C 0.3 2.7 2.2
H 0.2 0.0 -0.4
H -0.3 -0.1 -0.2
C 0.1 -0.2 0.1
C 1.2 0.3 -0.1
H 0.0 -0.4 0.3
H 0.1 -0.1 -0.3
C -0.2 0.2 0.0
P 0.4 0.1 0.5
C -0.2 -0.4 -0.2
C -0.1 0.2 -0.4

Calculated values
* E_LUMO (spin up / spin down): -0.231 / -0.281 hartree
* highest occupied orbital energy (spin up / spin down): -12.02 / -11.98 eV
* multiplicity: 6
* largest force on an atom: 4.0 eV/Å
* ΔE to the lowest compared entry with this formula, charge and spin: 407.8 kJ/mol
* E_tot: -166045.6343 eV
* expectation value of S²: 8.932
* net charge: +2